The following is a quantum chemistry calculation of a molecular structure, C19H23N4O7P2V, from OMol25.

Each line ends with the Mulliken spin population.
Geometry (Å):
V -0.162 1.113 -0.104  1.85
C -4.595 0.856 1.473  0.00
C -3.142 1.301 1.437  -0.01
O -2.775 2.177 2.497  0.00
P -2.752 2.403 0.013  -0.01
O -3.169 1.714 -1.344  0.01
O -3.706 3.640 0.108  0.00
O -1.291 2.763 -0.060  0.01
P -1.978 -0.139 1.404  0.03
O -2.041 -0.615 -0.145  0.00
O -2.191 -1.221 2.354  0.00
O -0.591 0.595 1.456  -0.05
H -5.242 1.711 1.662  0.00
H -4.735 0.123 2.268  0.00
H -4.887 0.395 0.527  0.00
H -2.838 1.734 3.354  0.00
H -4.005 2.025 -1.734  0.00
H -3.529 4.254 0.844  0.00
H -2.588 -1.411 -0.273  0.01
C 2.673 -1.588 -1.752  0.00
C 1.696 -0.633 -1.604  0.05
N 1.058 -0.420 -0.428  -0.06
C 1.351 -1.252 0.584  0.07
C 2.278 -2.284 0.499  -0.01
C 3.001 -2.409 -0.678  0.02
C 2.464 -3.169 1.666  0.00
C 1.524 -3.939 2.227  0.00
C 0.186 -4.260 1.688  0.00
C -0.774 -4.878 2.488  0.00
C -1.997 -5.167 1.901  0.00
N -2.238 -4.925 0.619  0.00
C -1.250 -4.393 -0.080  0.00
N -0.075 -4.026 0.398  0.00
H 3.176 -1.687 -2.704  0.00
H 1.419 -0.004 -2.439  -0.01
H 0.843 -1.091 1.520  0.00
H 3.772 -3.163 -0.768  0.00
H 3.452 -3.153 2.113  0.00
H 1.771 -4.444 3.153  0.00
H -0.585 -5.109 3.527  0.00
H -2.806 -5.622 2.461  0.00
H -1.410 -4.248 -1.145  0.00
C 3.871 4.507 -3.231  0.00
C 2.953 3.725 -2.357  0.01
C 3.259 3.428 -1.027  -0.01
C 2.378 2.697 -0.261  0.04
N 1.214 2.255 -0.754  0.02
C 0.891 2.546 -2.030  0.05
C 1.724 3.264 -2.849  0.02
H 4.729 4.884 -2.681  0.00
H 3.337 5.347 -3.679  0.00
H 4.229 3.889 -4.057  0.00
H 4.187 3.768 -0.588  0.00
H 2.584 2.452 0.773  -0.01
H -0.086 2.208 -2.381  0.00
H 1.423 3.480 -3.865  0.00

Calculated values
* ΔE to the lowest compared entry with this formula, charge and spin: 188.9 kJ/mol
* net charge: +2
* DFT total energy: -3109.9483 a.u.
* frontier orbital gap (alpha / beta): 6.93 / 7.44 eV
* M: 532.3 g/mol
* spin multiplicity: 3